[1]
Density functional theory data (the ωB97M-V functional and the def2-TZVPD basis) for a molecular structure, C25H19BrNaO2Sb.

Values from the calculation:
E_HOMO	-8.7	eV
ΔE to the lowest compared entry with this formula, charge and spin	0.00	kcal per mole
orbital gap	8.6	eV

Last column: Mulliken charge in e.
Positions of all 49 atoms, in Å:
Na1 -0.15912 0.06098 0.52199  0.861
Br1 -4.40731 0.56675 6.68312  -0.207
C1 -2.66361 0.96973 6.04558  -0.053
C2 -1.81593 1.72987 6.83443  -0.317
C3 -0.54452 2.02637 6.36149  -0.574
C4 -0.13579 1.57028 5.11747  -0.355
C5 -0.99705 0.80755 4.33926  0.134
C6 -2.27041 0.50202 4.80475  -0.292
C7 -0.57658 0.33196 2.96627  0.862
O1 -1.38764 -0.37904 2.31738  -0.923
O2 0.54521 0.71118 2.53324  -0.917
H1 -2.14585 2.08337 7.80163  0.404
H2 0.12531 2.61799 6.97224  0.389
H3 0.84825 1.79216 4.72770  0.417
H4 -2.92660 -0.09266 4.18523  0.524
C8 1.34500 6.39318 -3.57320  -0.394
C9 2.06121 5.30051 -4.04017  -0.558
C10 1.67913 4.01569 -3.68031  -0.579
C11 0.57322 3.80890 -2.85870  0.001
C12 -0.13709 4.91164 -2.39118  0.087
C13 0.24714 6.19761 -2.74689  -0.684
Sb1 0.00785 1.81088 -2.39746  1.039
C14 -1.34607 2.28084 -0.80084  -0.473
C15 -0.82649 2.80907 0.38455  -0.440
C16 -1.65165 3.05268 1.47516  -0.469
C17 -3.00556 2.76869 1.39466  -0.468
C18 -3.53444 2.24850 0.22156  -0.747
C19 -2.71266 2.00380 -0.87012  0.082
C20 -1.48084 1.56763 -3.90464  -0.279
C21 -2.12012 2.66231 -4.48187  0.268
C22 -3.11881 2.47265 -5.42684  -0.688
C23 -3.48873 1.18809 -5.80319  -0.397
C24 -2.85443 0.09298 -5.23714  -0.578
C25 -1.85124 0.28391 -4.29540  -0.456
H5 1.64483 7.39575 -3.84930  0.377
H6 2.92140 5.44678 -4.68074  0.379
H7 2.25430 3.17217 -4.04658  0.354
H8 -0.99524 4.77451 -1.74331  0.358
H9 -0.31124 7.04819 -2.37729  0.382
H10 0.23393 3.02384 0.47737  0.419
H11 -1.22744 3.43730 2.39374  0.451
H12 -3.64477 2.93772 2.25132  0.413
H13 -4.59103 2.02151 0.15955  0.394
H14 -3.13942 1.59646 -1.77932  0.401
H15 -1.84199 3.67055 -4.19884  0.358
H16 -3.61048 3.32949 -5.86970  0.387
H17 -4.26774 1.04246 -6.54026  0.380
H18 -3.13529 -0.91067 -5.52970  0.387
H19 -1.35770 -0.58272 -3.86851  0.340

Atoms 1-3, force components in eV/Å:
-0.022 -0.051 0.034
0.003 0.001 -0.002
0.020 -0.006 -0.035



[2]
Density functional theory data (the ωB97M-V functional and the def2-TZVPD basis) for C3H4N2O in the gas phase.

Values from the calculation:
E_HOMO	-10.7	eV
ΔE to the lowest compared entry with this formula, charge and spin	33.13	kcal per mole
orbital gap	11.8	eV
SMILES	Cc1ncon1

Last column: Mulliken charge in e.
Positions of all 10 atoms, in Å:
C1 -1.62634 0.02718 -0.04999  -0.877
C2 -0.13130 -0.05628 -0.11901  0.577
N1 0.50802 -0.59048 -1.12245  -0.363
O1 1.84499 -0.45555 -0.77547  -0.124
C3 1.87323 0.14762 0.40759  0.139
N2 0.69849 0.42598 0.87573  -0.529
H1 -2.11395 -0.44776 -0.90880  0.295
H2 -1.97754 -0.45767 0.86693  0.253
H3 -1.93604 1.07731 -0.00836  0.246
H4 2.86042 0.32965 0.83384  0.383

Atoms 1-3, force components in eV/Å:
0.041 0.028 0.048
-0.076 -0.116 -0.229
-0.310 0.130 0.232